19
Properties=species:S:1:pos:R:3:forces:R:3 method="wB97M-V/def2-TZVPD" total_charge=0 largest_force_ev_per_a=2.2 e_homo_ev=-7.23 relative_energy_kj_mol=633.3 gap_ev=7.9
C -2.0768 0.8180 -0.0228 0.39 -0.25 -0.19
C -0.7482 0.5865 0.7340 0.60 0.75 -0.37
O -0.9129 -0.0432 1.9339 0.15 -0.64 -0.31
C -0.0668 -1.3721 -0.8282 0.61 -0.40 -0.40
C 1.2962 -1.3131 -0.3842 -1.76 0.42 0.66
C 1.7685 0.0879 -0.3332 0.56 -0.22 -0.37
C 0.4809 1.3244 0.5803 -0.83 -0.38 0.11
H -2.4022 -0.1775 -0.3567 -0.19 0.40 -0.03
H -1.8756 1.4210 -0.9116 -0.07 -0.14 0.02
H -2.9491 1.2866 0.5164 1.27 -0.32 0.05
H -1.4478 -0.8235 1.7319 -0.07 0.06 0.43
H -0.6943 -2.2595 -0.6478 0.53 0.17 -0.04
H -0.3530 -0.8717 -1.7586 0.06 0.26 0.38
H 1.4401 -2.0172 0.4536 0.65 0.65 -0.32
H 2.6678 -1.0377 -1.0478 -1.98 -0.94 0.47
H 1.7026 0.4644 -1.3456 0.13 0.88 0.17
H 2.7133 0.1584 0.1818 0.28 0.87 0.24
H 0.3574 2.2736 0.0260 0.29 -0.82 -0.17
H 1.1001 1.4948 1.4786 -0.62 -0.38 -0.31

=====

3
Properties=species:S:1:pos:R:3:forces:R:3 method="wB97M-V/def2-TZVPD" total_charge=+1 largest_force_ev_per_a=5.4 e_homo_ev=-23.48 relative_energy_kj_mol=0.0 smiles="O=[N+]=O" gap_ev=15.6
O 0.0569 -1.0834 -0.0452 0.25 -5.35 -0.36
N 0.0002 -0.0118 -0.0196 -0.18 4.45 0.52
O -0.0509 1.0918 0.0588 -0.07 0.90 -0.16

=====

13
Properties=species:S:1:pos:R:3:forces:R:3 method="wB97M-V/def2-TZVPD" total_charge=0 largest_force_ev_per_a=3.8 e_homo_ev=-9.23 relative_energy_kj_mol=151.2 smiles=CC(C)PBr gap_ev=9.8
C -0.2083 -1.1104 -0.3818 -2.13 0.18 0.81
C 0.0454 0.3609 -0.2841 2.93 1.27 -0.18
C 0.5245 0.8412 1.1005 1.41 1.08 0.58
P -1.6028 1.3246 -0.7117 2.21 0.77 2.72
Br -0.8544 2.6767 -2.2162 0.37 1.08 -0.89
H -0.9626 -1.4227 0.3869 0.83 0.10 -0.09
H -0.8431 -1.1361 -1.2593 0.72 -1.36 -0.85
H 0.6945 -1.7100 -0.2960 -0.24 -0.16 -0.41
H 1.1348 0.5771 -0.9288 -3.69 -0.28 0.90
H -0.2534 1.1680 1.8405 0.56 -0.74 -0.63
H 1.1294 1.7538 0.8787 -0.61 -0.26 0.45
H 1.3300 0.1887 1.5814 -1.42 0.35 -0.58
H -2.0794 0.4883 -1.5977 -0.94 -2.04 -1.84

=====

110
Properties=species:S:1:pos:R:3:forces:R:3 method="wB97M-V/def2-TZVPD" total_charge=0 largest_force_ev_per_a=1.4 e_homo_ev=-8.74 gap_ev=7.4
C 4.7893 -1.3066 -1.2135 0.27 -0.27 -0.03
C 3.5451 -0.5669 -1.6746 0.63 0.14 0.43
C 2.5980 -0.3641 -0.5264 0.49 -0.04 -0.20
O 2.7046 -0.9362 0.5201 -0.28 -0.36 0.57
O 1.6200 0.5241 -0.7723 -0.39 0.01 -0.24
C 0.5039 0.4045 0.1147 -0.47 0.20 -0.15
C -0.6491 1.2603 -0.4076 0.08 0.23 0.42
C -1.9845 0.6524 -0.1128 0.18 -0.28 0.12
C -2.2648 -0.0288 0.9996 0.32 0.19 -0.50
C -3.5812 -0.6159 1.2966 0.01 0.17 -0.17
O -3.8023 -0.9579 2.4293 -0.22 -0.22 0.50
C -4.5706 -0.7187 0.1772 -0.44 -0.23 -0.27
C -4.2899 0.0298 -0.9773 0.11 -0.42 0.63
C -5.1559 0.0249 -2.0378 -1.13 -0.44 -0.68
C -6.3192 -0.7293 -1.9828 0.03 -0.17 0.34
C -6.6157 -1.5048 -0.8612 -0.02 0.12 -0.20
I -8.3951 -2.6097 -0.9159 0.18 0.15 -0.08
C -5.7460 -1.5065 0.2250 0.60 0.14 0.66
I -6.1734 -2.7007 1.9061 -0.06 0.09 -0.31
C -3.0548 0.8409 -1.1078 0.00 -0.20 0.12
O -2.9233 1.6166 -2.0221 0.09 0.43 -0.49
H 5.2191 -0.8586 -0.3241 -0.06 0.11 0.13
H 5.5578 -1.2845 -1.9834 -0.02 0.03 -0.17
H 4.5821 -2.3512 -0.9951 -0.08 -0.08 0.08
H 3.8569 0.4108 -2.0369 -0.29 0.07 -0.34
H 3.0596 -1.1563 -2.4493 -0.26 0.29 -0.24
H 0.7595 0.7100 1.1234 0.30 -0.09 0.13
H 0.1869 -0.6349 0.1419 0.15 -0.20 0.06
H -0.6404 2.2176 0.1153 0.13 0.24 -0.19
H -0.5528 1.4775 -1.4657 0.02 -0.11 -0.13
H -1.5167 -0.1524 1.7677 -0.03 -0.09 0.24
H -4.9743 0.5981 -2.9328 0.28 0.16 0.04
H -7.0225 -0.7379 -2.8006 0.06 0.09 -0.15
N 6.1450 1.9055 -0.7126 -0.02 0.02 0.06
C 5.8103 3.0556 -0.1284 -0.03 -0.05 -0.07
C 6.5734 3.6788 0.8480 0.02 -0.11 -0.23
C 7.7522 3.0691 1.2419 0.05 -0.01 0.04
C 8.1177 1.8718 0.6474 -0.02 0.03 0.01
C 7.2828 1.3355 -0.3209 -0.03 -0.05 -0.07
H 4.8771 3.4958 -0.4646 0.01 0.04 0.02
H 6.2565 4.6069 1.2911 -0.03 0.03 0.10
H 8.3756 3.5217 2.0028 -0.01 0.01 0.00
H 9.0297 1.3622 0.9269 0.00 -0.02 -0.02
H 7.5329 0.4009 -0.8118 0.04 -0.01 0.03
N 5.6906 5.5798 3.3509 -0.07 0.18 0.15
C 5.8026 5.4917 4.6750 0.07 -0.08 -0.05
C 5.0910 6.2853 5.5611 -0.02 0.02 -0.02
C 4.2157 7.2264 5.0442 -0.02 0.02 0.03
C 4.0872 7.3331 3.6692 0.00 -0.01 0.02
C 4.8433 6.4885 2.8717 0.05 -0.06 -0.06
H 6.4995 4.7442 5.0381 -0.02 0.01 0.04
H 5.2209 6.1674 6.6279 0.01 -0.01 0.00
H 3.6422 7.8662 5.7025 0.00 0.00 0.00
H 3.4160 8.0537 3.2229 0.00 0.00 -0.02
H 4.7689 6.5378 1.7895 -0.03 0.05 0.01
N -7.8005 3.1783 0.7994 0.03 0.03 0.00
C -7.7757 4.4879 0.5632 -0.03 -0.04 0.02
C -6.8180 5.1126 -0.2223 0.10 -0.12 0.04
C -5.8317 4.3258 -0.7937 0.23 -0.02 -0.12
C -5.8350 2.9582 -0.5648 -0.47 0.13 0.29
C -6.8429 2.4431 0.2399 -0.02 -0.12 0.02
H -8.5699 5.0594 1.0292 -0.01 0.04 -0.04
H -6.8517 6.1790 -0.3863 -0.09 0.01 -0.02
H -5.0654 4.7738 -1.4147 0.00 0.00 -0.01
H -5.1165 2.2801 -0.9858 0.13 0.29 -0.13
H -6.8895 1.3777 0.4501 0.04 -0.01 -0.03
N 4.1426 -6.2069 -3.9600 -0.05 0.06 0.04
C 4.2549 -6.2971 -2.6346 0.05 -0.08 0.00
C 3.5522 -5.4892 -1.7508 -0.01 0.01 -0.08
C 2.6913 -4.5372 -2.2704 -0.06 0.10 0.08
C 2.5645 -4.4295 -3.6455 0.03 -0.01 0.01
C 3.3095 -5.2871 -4.4415 0.05 -0.05 -0.05
H 4.9445 -7.0534 -2.2755 0.00 0.00 0.00
H 3.6792 -5.6048 -0.6830 0.01 -0.01 0.00
H 2.1273 -3.8870 -1.6119 0.01 0.00 0.01
H 1.9040 -3.6991 -4.0933 0.00 -0.01 -0.02
H 3.2384 -5.2391 -5.5230 -0.03 0.04 0.00
N 7.1193 -8.2227 -2.3418 0.11 -0.01 0.07
C 7.8331 -7.7031 -1.3452 -0.09 0.01 -0.01
C 9.2102 -7.8233 -1.2407 0.01 -0.01 -0.02
C 9.8844 -8.5250 -2.2267 0.04 -0.01 0.00
C 9.1573 -9.0723 -3.2709 0.01 0.02 0.04
C 7.7825 -8.8918 -3.2819 -0.11 -0.01 -0.05
H 7.2666 -7.1624 -0.5939 0.05 0.01 0.02
H 9.7380 -7.3779 -0.4088 -0.01 0.01 0.01
H 10.9596 -8.6425 -2.1823 0.00 0.00 0.00
H 9.6431 -9.6271 -4.0616 -0.02 0.00 -0.01
H 7.1755 -9.2999 -4.0823 0.03 -0.01 -0.02
N -5.3757 -6.9672 2.0242 0.05 -0.02 0.03
C -4.8129 -6.3445 3.0567 -0.08 0.03 -0.04
C -3.5833 -6.6963 3.5924 0.01 -0.02 -0.01
C -2.9000 -7.7589 3.0242 0.04 -0.01 0.01
C -3.4713 -8.4202 1.9493 0.00 0.03 0.02
C -4.7053 -7.9852 1.4894 -0.07 0.02 -0.04
H -5.3819 -5.5202 3.4726 0.05 0.01 0.05
H -3.1741 -6.1503 4.4312 -0.02 0.01 0.00
H -1.9374 -8.0663 3.4124 0.00 0.00 0.00
H -2.9727 -9.2548 1.4757 -0.01 0.00 -0.02
H -5.1860 -8.4731 0.6485 0.04 -0.03 0.00
N -8.7886 7.7908 -0.6776 -0.06 0.18 0.09
C -9.0811 8.0411 0.5980 0.04 -0.06 -0.05
C -9.7417 9.1815 1.0282 0.00 0.01 -0.02
C -10.1175 10.1197 0.0814 -0.02 0.04 0.01
C -9.8192 9.8790 -1.2495 0.00 -0.01 0.03
C -9.1577 8.7044 -1.5736 0.04 -0.10 -0.07
H -8.7660 7.2866 1.3101 -0.01 0.03 0.05
H -9.9539 9.3284 2.0781 0.01 -0.02 0.01
H -10.6340 11.0242 0.3760 0.00 0.00 0.00
H -10.0930 10.5845 -2.0216 0.01 -0.01 -0.02
H -8.9091 8.4762 -2.6043 -0.02 0.04 -0.01